Entry 1:
C4H2O2 in the gas phase at a distorted geometry, computed with ωB97M-V/def2-TZVPD.

Results
**Orbital gap**: 6.6 eV
**Maximum force**: 6.1 eV Å⁻¹
**Structure (SMILES)**: O=C=C=C=CO
**Lowest unoccupied orbital energy**: -1.55 eV
**Total energy**: -8270.20598 eV
**Energy relative to the best compared isomer or geometry (same formula, charge and spin)**: 53.6 kcal/mol
**HOMO**: -8.141 eV

```
8
Properties=species:S:1:pos:R:3:forces:R:3
O -3.354 0.336 -0.020 2.22 -2.44 -0.21
C -2.264 -0.170 -0.108 -4.38 4.19 0.46
C -1.015 -0.198 -0.309 -3.33 -1.36 -0.96
C 0.094 -0.735 -0.159 1.82 1.18 -0.08
C 1.325 -0.440 -0.004 2.12 -0.32 1.11
O 1.913 0.782 0.116 -0.70 2.37 0.11
H 1.962 -1.206 0.317 1.44 -0.91 -0.13
H 1.340 1.632 0.167 0.80 -2.71 -0.30
```
Forces are in eV/Å.

***

Entry 2:
14 unconnected molecules or ions with the total composition C42H112O14 at a distorted geometry, computed with ωB97M-V/def2-TZVPD.

Results
**Orbital gap**: 9.4 eV
**Maximum force**: 3.2 eV Å⁻¹
**Lowest unoccupied orbital energy**: 0.37 eV
**Total energy**: -74033.65714 eV
**Energy relative to the best compared isomer or geometry (same formula, charge and spin)**: 64.4 kcal/mol
**HOMO**: -9.015 eV

```
168
Properties=species:S:1:pos:R:3:forces:R:3
C 15.932 24.171 12.122 -0.54 0.97 1.25
C 17.162 23.812 12.970 0.24 0.47 -0.67
C 16.993 23.782 14.480 -1.23 0.73 -0.70
O 17.596 22.581 12.504 0.41 -1.71 0.62
H 15.993 23.942 11.059 0.31 -0.28 0.21
H 15.674 25.228 12.200 0.19 0.37 -0.01
H 15.065 23.699 12.583 -0.10 -0.47 -0.30
H 17.995 24.490 12.782 -0.02 0.77 -0.15
H 16.506 24.715 14.762 0.27 0.40 0.15
H 17.946 23.721 15.006 -0.21 -0.41 0.02
H 16.221 23.063 14.753 0.50 -0.58 0.18
H 18.001 22.726 11.646 0.10 -0.33 -0.43
C 17.969 20.121 15.759 0.22 0.27 0.28
C 16.658 19.338 15.767 0.44 0.95 0.18
C 15.390 20.195 15.699 0.15 -0.26 0.72
O 16.713 18.475 14.669 -0.41 -0.66 -0.64
H 18.116 20.720 16.657 0.03 -0.02 0.13
H 18.089 20.805 14.919 -0.40 0.06 -0.28
H 18.769 19.386 15.665 0.05 -0.01 0.25
H 16.672 18.724 16.667 -0.27 -0.18 -0.02
H 14.508 19.555 15.653 0.02 -0.08 -0.15
H 15.386 20.874 14.847 0.13 -0.02 -0.09
H 15.294 20.778 16.615 0.01 0.21 -0.04
H 16.681 19.082 13.926 0.06 -0.21 -0.53
C 19.761 25.083 9.888 -0.29 -0.61 -0.26
C 20.058 23.585 10.067 -0.40 0.59 2.18
C 20.700 23.273 11.417 2.02 -0.74 -0.50
O 18.831 22.809 10.069 0.42 0.48 -1.21
H 19.337 25.141 8.885 -0.12 0.61 0.03
H 20.624 25.740 9.990 0.34 -0.39 -0.27
H 19.060 25.470 10.628 -0.33 -0.36 -0.02
H 20.690 23.259 9.241 0.13 -0.10 0.12
H 21.706 23.692 11.405 -0.04 0.79 0.35
H 21.002 22.227 11.476 -0.55 -0.45 -0.25
H 20.199 23.444 12.370 -0.44 0.61 -0.46
H 18.976 22.185 9.353 -0.60 -0.31 0.09
C 18.965 28.885 16.459 0.33 -0.53 -0.02
C 18.509 27.500 16.957 -0.19 1.94 1.11
C 17.071 27.614 17.410 -0.58 -0.60 -0.13
O 18.726 26.522 15.984 0.20 -0.32 0.14
H 20.004 28.722 16.172 0.19 0.66 0.03
H 18.828 29.646 17.227 0.44 -0.12 0.17
H 18.418 29.270 15.598 -0.18 -0.41 -0.18
H 19.110 27.279 17.839 0.26 -0.33 -0.11
H 16.758 26.761 18.012 -0.01 -0.06 -0.02
H 16.438 27.636 16.523 -0.19 0.13 -0.02
H 16.891 28.517 17.993 0.11 0.00 -0.03
H 18.255 26.883 15.229 -0.35 -0.39 -0.77
C 21.332 18.091 17.013 0.49 0.10 -0.17
C 20.682 16.746 16.717 -0.43 0.41 1.44
C 21.068 15.728 17.775 1.52 -0.28 -0.55
O 19.302 16.840 16.887 -1.45 0.43 -0.81
H 21.231 18.410 18.050 -0.13 -0.40 0.12
H 20.905 18.916 16.442 0.08 -0.24 -0.40
H 22.397 18.002 16.800 0.14 0.35 -0.06
H 20.897 16.447 15.692 0.02 -0.24 0.04
H 22.154 15.680 17.702 0.22 -0.80 0.39
H 20.568 14.769 17.641 0.29 -0.06 -0.35
H 20.822 16.047 18.788 -0.03 0.44 -0.13
H 19.226 16.864 17.844 -0.80 0.30 0.32
C 17.737 29.255 12.292 1.19 1.22 -0.84
C 17.923 27.828 12.667 0.40 -0.68 -0.38
C 19.370 27.373 12.891 -0.18 0.17 -0.25
O 17.210 27.609 13.844 -0.83 -0.42 1.47
H 16.743 29.498 11.916 -0.09 -0.11 0.21
H 18.445 29.515 11.504 -0.07 -0.01 -0.37
H 18.024 29.931 13.097 -0.28 -0.11 0.29
H 17.392 27.220 11.935 0.62 -0.34 -0.62
H 19.888 27.330 11.933 0.14 0.15 0.09
H 19.462 26.391 13.356 -0.43 -0.20 -0.19
H 19.900 28.028 13.583 -0.04 0.37 -0.16
H 16.297 27.755 13.585 -0.33 -0.09 0.59
C 25.382 20.981 14.579 -0.47 0.34 0.89
C 23.831 20.960 14.456 1.67 -1.91 -1.89
C 23.453 20.919 12.965 -0.27 0.40 -0.43
O 23.400 19.678 14.955 -0.59 0.88 1.21
H 25.830 20.070 14.183 -0.14 0.10 -0.48
H 25.655 20.952 15.634 -0.11 0.09 0.22
H 25.858 21.874 14.174 -0.10 -0.05 -0.31
H 23.388 21.786 15.012 -0.25 -0.42 0.07
H 22.381 20.850 12.781 -0.14 0.30 0.35
H 23.826 20.015 12.484 0.38 -0.26 0.33
H 23.862 21.712 12.339 -0.03 0.40 0.25
H 23.739 18.980 14.390 0.12 0.16 -0.19
C 21.130 23.564 21.345 0.51 0.01 -0.52
C 20.436 22.282 21.794 0.05 1.72 0.42
C 21.052 21.767 23.104 -0.23 0.04 -0.07
O 19.095 22.717 21.950 -0.31 -1.20 1.12
H 20.660 23.997 20.462 -0.24 -0.32 -0.21
H 22.162 23.380 21.046 0.32 0.26 0.41
H 20.980 24.338 22.097 0.54 -0.14 0.28
H 20.510 21.565 20.976 0.03 -0.52 0.08
H 20.920 22.411 23.974 -0.30 0.62 -0.35
H 22.133 21.722 22.970 0.04 -0.44 -0.05
H 20.645 20.823 23.468 0.14 -0.28 -0.47
H 18.838 22.996 21.068 -0.40 0.15 -0.50
C 16.458 22.942 17.953 0.35 -0.20 -0.01
C 17.169 23.778 19.022 -0.08 -1.34 -0.50
C 16.348 23.801 20.268 -0.10 1.26 0.69
O 18.442 23.200 19.350 -0.56 0.16 -0.10
H 15.437 23.300 17.815 0.00 0.07 -0.19
H 16.408 21.896 18.255 -0.06 -0.02 0.35
H 16.993 22.918 17.004 -0.04 0.33 -0.01
H 17.331 24.778 18.617 0.01 0.21 0.19
H 15.462 24.400 20.055 -0.35 -0.30 0.11
H 16.876 24.369 21.034 0.12 -0.05 0.17
H 16.094 22.835 20.704 0.01 -0.10 -0.38
H 18.985 23.383 18.580 0.60 0.09 -0.45
C 26.581 24.094 17.484 0.28 -0.35 -0.10
C 25.165 24.469 17.864 0.52 -0.39 0.95
C 24.781 23.788 19.138 -0.39 -0.79 1.12
O 25.084 25.865 18.034 -0.61 0.64 -0.69
H 26.626 23.080 17.088 0.07 0.11 -0.48
H 27.224 24.042 18.362 -0.09 0.23 0.30
H 27.022 24.858 16.843 -0.11 -0.34 -0.43
H 24.412 24.077 17.180 0.10 0.90 -0.80
H 23.967 24.294 19.655 -0.13 0.10 -0.21
H 25.606 23.712 19.846 0.14 0.06 0.05
H 24.439 22.774 18.931 0.05 -0.19 0.10
H 25.643 26.112 18.774 0.08 -0.03 0.12
C 25.339 24.896 13.054 0.68 -0.81 0.04
C 23.878 25.106 12.790 -0.51 1.63 1.03
C 23.336 26.095 13.819 0.00 0.78 0.38
O 23.607 25.596 11.488 -0.31 -0.68 -0.39
H 25.423 24.577 14.093 0.23 -0.51 -0.05
H 26.041 25.728 12.993 -0.57 0.65 -0.24
H 25.731 24.165 12.347 0.08 -0.36 0.26
H 23.323 24.188 12.982 0.12 -0.29 -0.73
H 23.831 27.057 13.686 0.22 0.15 -0.04
H 23.543 25.803 14.849 0.07 -0.22 0.03
H 22.273 26.328 13.769 -0.12 -0.40 -0.35
H 24.144 26.378 11.337 0.10 0.09 0.08
C 21.275 22.243 17.270 0.18 0.70 -0.45
C 21.059 23.660 16.674 -0.61 -0.83 0.17
C 21.158 23.708 15.166 0.24 0.12 0.27
O 19.736 24.099 17.014 0.17 -0.78 0.42
H 20.941 22.213 18.307 0.30 -0.01 0.11
H 22.327 21.978 17.162 0.23 0.13 0.45
H 20.785 21.425 16.743 -0.53 0.34 -0.26
H 21.735 24.396 17.108 0.46 -0.20 0.19
H 22.175 23.539 14.812 -0.02 -0.16 -0.05
H 20.892 24.728 14.889 -0.13 -0.04 -0.42
H 20.464 22.979 14.746 0.03 0.06 -0.21
H 19.582 24.925 16.550 -0.47 0.53 -0.14
C 24.478 19.236 19.191 -0.82 1.08 0.31
C 23.869 18.729 20.503 0.10 -0.28 -1.16
C 22.779 17.691 20.273 0.23 -0.02 0.03
O 24.927 18.285 21.349 -0.55 0.23 0.63
H 23.703 19.810 18.685 -0.15 -0.07 -0.37
H 24.846 18.496 18.480 0.05 -0.27 0.31
H 25.241 19.978 19.426 0.30 -0.20 -0.03
H 23.303 19.540 20.962 0.84 0.38 0.57
H 23.043 17.063 19.422 -0.06 -0.49 0.33
H 21.818 18.146 20.032 0.11 0.20 -0.09
H 22.618 17.169 21.217 0.10 -0.44 -0.19
H 25.467 17.640 20.886 -0.10 -0.06 -0.21
C 19.279 18.740 21.692 -0.24 1.08 -0.75
C 18.457 18.595 20.399 -0.17 -0.68 -0.43
C 18.552 19.667 19.324 0.99 -0.07 1.44
O 18.883 17.379 19.735 -0.11 0.06 0.25
H 20.276 19.103 21.440 0.25 -0.38 -0.01
H 19.325 17.804 22.249 0.02 0.01 -0.05
H 18.886 19.527 22.335 -0.32 -0.09 0.07
H 17.393 18.510 20.616 -0.15 -0.26 0.39
H 18.337 20.612 19.823 -0.38 0.25 -0.49
H 17.928 19.416 18.466 0.03 0.21 0.22
H 19.604 19.709 19.041 0.06 0.11 -0.44
H 18.854 16.685 20.398 0.01 -0.25 -0.03
```
Forces are in eV/Å.

***

Entry 3:
A molecular structure, C3H9PS at a distorted geometry, computed with ωB97M-V/def2-TZVPD.

Results
**Orbital gap (alpha / beta)**: 7.0 / 7.4 eV
**Maximum force**: 6.0 eV Å⁻¹
**Lowest unoccupied orbital energy (alpha / beta)**: 0.07 / -0.01 eV
**Total energy**: -23377.00788 eV
**Energy relative to the best compared isomer or geometry (same formula, charge and spin)**: 91.9 kcal/mol
**HOMO (alpha / beta)**: -6.924 / -7.417 eV

```
14
Properties=species:S:1:pos:R:3:forces:R:3
C 1.670 -1.691 0.000 -0.40 2.09 -0.27
C 1.074 1.194 0.013 -0.39 1.78 2.79
C -3.211 -0.691 0.619 2.83 -5.27 0.41
P 0.895 -0.290 1.079 -0.01 -1.20 -0.28
S -1.588 -0.446 0.124 -0.23 -2.64 -0.54
H 1.177 -1.840 -0.980 0.09 -0.12 0.56
H 1.890 -2.591 0.532 -0.33 -0.59 0.37
H 2.634 -1.224 -0.203 0.25 -0.09 -0.28
H 2.058 1.733 0.159 -1.10 -0.54 0.04
H 0.196 1.837 0.432 1.72 -0.60 -0.61
H 0.882 1.144 -1.003 -0.33 -0.58 -2.17
H -3.506 -1.558 1.304 0.77 1.01 -1.22
H -3.738 0.101 0.834 -2.52 4.55 0.81
H -1.293 -1.841 -0.170 -0.34 2.21 0.39
```
Forces are in eV/Å.